Run P
# C3H8S

2 unconnected molecules or ions with the total composition C3H8S (the ωB97M-V functional and the def2-TZVPD basis, OMol25).

The frontier orbital gap (alpha / beta) is 8.66 / 7.88 eV. As for the LUMO energy (alpha / beta): 0.6 / 0.5 eV.

Geometry as XYZ:
```
12
C3H8S the ωB97M-V functional and the def2-TZVPD basis
C 0.87 1.36 -0.53
C -0.89 -1.40 -0.76
C 0.03 0.53 0.50
S 0.93 -0.49 1.57
H 0.94 0.71 -1.45
H 0.31 2.33 -0.56
H 1.86 1.52 0.08
H -1.45 -1.40 0.06
H -0.22 -2.25 -0.79
H -1.49 -1.31 -1.66
H -0.93 0.97 0.99
H 0.04 -0.56 2.54
```

Run Q
# C3H8S

A single C3H8S molecule (the ωB97M-V functional and the def2-TZVPD basis, OMol25).

The frontier orbital gap is 9.91 eV. Its structure (SMILES) is CCCS. As for the LUMO energy: 1.1 eV.

Geometry as XYZ:
```
12
C3H8S the ωB97M-V functional and the def2-TZVPD basis
C 0.48 1.24 -0.69
C -0.52 0.11 -0.36
C -0.28 -0.59 1.00
S 0.02 -2.33 1.19
H 0.33 1.46 -1.72
H 1.56 1.07 -0.53
H 0.28 2.22 -0.11
H -1.54 0.25 -0.50
H -0.39 -0.54 -1.17
H -1.09 -0.19 1.65
H 0.85 -0.09 1.31
H 0.31 -2.59 -0.08
```

Which of them is the most stable, and which is the least stable? run Q and run P, in that order.

Run P
# C21H27N3O2S

A single C21H27N3O2S molecule (the ωB97M-V functional and the def2-TZVPD basis, OMol25).

The frontier orbital gap is 8.06 eV. Its structure (SMILES) is COc1ccccc1N1CCN(C2CCN(C(=O)c3cccs3)CC2)CC1. As for the LUMO energy: 0.6 eV.

Geometry as XYZ:
```
54
C21H27N3O2S the ωB97M-V functional and the def2-TZVPD basis
C -6.34 -2.90 0.50
O -5.34 -2.03 0.05
C -5.48 -0.68 0.29
C -6.52 -0.15 1.03
C -6.66 1.22 1.19
C -5.74 2.07 0.61
C -4.68 1.55 -0.11
C -4.51 0.17 -0.29
N -3.50 -0.36 -1.08
C -2.72 0.49 -1.95
C -1.48 1.07 -1.26
N -0.66 -0.04 -0.79
C 0.68 0.27 -0.35
C 1.54 0.83 -1.49
C 3.01 0.73 -1.09
N 3.18 1.06 0.31
C 4.08 0.49 1.15
O 4.04 0.66 2.36
C 5.16 -0.34 0.57
C 5.73 -1.40 1.22
C 6.83 -1.95 0.53
C 7.10 -1.29 -0.63
S 6.01 0.01 -0.90
C 2.16 1.92 0.87
C 0.79 1.23 0.86
C -1.43 -0.83 0.15
C -2.65 -1.42 -0.55
H -7.32 -2.65 0.09
H -6.05 -3.89 0.15
H -6.40 -2.92 1.60
H -7.26 -0.80 1.47
H -7.48 1.61 1.77
H -5.84 3.14 0.72
H -3.98 2.24 -0.55
H -3.35 1.29 -2.35
H -2.39 -0.14 -2.78
H -0.91 1.65 -1.99
H -1.79 1.73 -0.44
H 1.12 -0.69 -0.06
H 1.37 0.26 -2.40
H 1.27 1.87 -1.69
H 3.62 1.40 -1.71
H 3.36 -0.29 -1.26
H 5.36 -1.76 2.16
H 7.39 -2.80 0.88
H 7.88 -1.48 -1.34
H 2.13 2.84 0.27
H 2.46 2.17 1.89
H 0.66 0.66 1.79
H 0.01 1.99 0.82
H -0.80 -1.65 0.52
H -1.76 -0.23 1.02
H -3.22 -2.04 0.13
H -2.32 -2.03 -1.40
```

Run Q
# C21H27N3O2S

A single C21H27N3O2S molecule (the ωB97M-V functional and the def2-TZVPD basis, OMol25).

The frontier orbital gap is 7.95 eV. Its structure (SMILES) is CCCCN(CC)CCNC(=O)c1cc2c(=O)[nH]c3ccc(C)cc3c2s1. As for the LUMO energy: -0.3 eV.

Geometry as XYZ:
```
54
C21H27N3O2S the ωB97M-V functional and the def2-TZVPD basis
C -6.97 -2.29 -0.22
C -5.61 -2.24 -0.91
C -5.06 -0.81 -1.04
C -4.73 -0.19 0.32
N -3.93 1.03 0.29
C -4.48 2.11 -0.51
C -5.86 2.54 -0.02
C -2.52 0.78 0.04
C -1.81 0.36 1.34
N -0.39 0.19 1.14
C 0.16 -1.03 0.95
O -0.46 -2.07 1.03
C 1.61 -1.02 0.67
C 2.38 -2.13 0.47
C 3.74 -1.83 0.22
C 4.80 -2.79 -0.03
O 4.68 -4.00 -0.07
N 6.03 -2.20 -0.23
C 6.32 -0.86 -0.21
C 7.62 -0.40 -0.43
C 7.89 0.95 -0.40
C 6.88 1.89 -0.16
C 7.21 3.35 -0.13
C 5.59 1.44 0.05
C 5.29 0.07 0.03
C 4.00 -0.47 0.25
S 2.56 0.44 0.57
H -7.35 -3.31 -0.22
H -7.68 -1.66 -0.74
H -6.89 -1.96 0.81
H -5.70 -2.66 -1.91
H -4.89 -2.85 -0.36
H -4.15 -0.85 -1.65
H -5.79 -0.20 -1.57
H -4.19 -0.92 0.92
H -5.66 0.05 0.85
H -3.80 2.96 -0.40
H -4.53 1.85 -1.58
H -6.62 1.79 -0.25
H -5.84 2.69 1.05
H -6.14 3.47 -0.50
H -2.35 0.00 -0.72
H -2.06 1.70 -0.32
H -1.99 1.11 2.11
H -2.19 -0.60 1.69
H 0.16 1.02 0.98
H 1.98 -3.13 0.49
H 6.80 -2.85 -0.41
H 8.41 -1.11 -0.62
H 8.89 1.30 -0.57
H 7.84 3.58 0.73
H 7.75 3.64 -1.03
H 6.30 3.95 -0.06
H 4.79 2.14 0.24
```

Which of them is the most stable, and which is the least stable? run Q and run P, in that order.

Run P
# C3H13N2

2 unconnected molecules or ions with the total composition C3H13N2 (the ωB97M-V functional and the def2-TZVPD basis, OMol25).

The frontier orbital gap is 11.36 eV. As for the LUMO energy: -3.0 eV. The net charge is +1.

Geometry as XYZ:
```
18
C3H13N2 the ωB97M-V functional and the def2-TZVPD basis
C 0.02 -1.86 1.02
N 1.31 -1.33 0.43
H -0.78 -1.52 0.35
H -0.28 -1.32 1.97
H 0.16 -2.94 1.34
H 1.98 -1.46 1.21
H 1.62 -1.79 -0.40
H 0.60 0.11 -0.21
C -0.39 1.71 0.73
N 0.05 1.07 -0.56
C -0.98 0.48 -1.68
H 0.40 2.37 1.19
H -0.80 1.04 1.59
H -1.11 2.39 0.28
H 0.57 1.71 -1.17
H -1.52 1.48 -1.91
H -0.46 0.03 -2.47
H -1.76 -0.29 -1.29
```

Run Q
# C3H13N2

2 unconnected molecules or ions with the total composition C3H13N2 (the ωB97M-V functional and the def2-TZVPD basis, OMol25).

The frontier orbital gap is 11.48 eV. As for the LUMO energy: -3.0 eV. The net charge is +1.

Geometry as XYZ:
```
18
C3H13N2 the ωB97M-V functional and the def2-TZVPD basis
C 2.26 0.35 -0.16
N 1.55 -0.54 0.84
H 2.72 -0.34 -0.85
H 2.87 1.13 0.28
H 1.40 0.95 -0.52
H 2.08 -1.36 1.13
H 1.38 -0.10 1.74
H 0.05 -0.43 0.36
C -1.04 -0.42 -1.41
N -1.03 -0.43 0.08
C -1.78 0.68 0.73
H -0.53 0.45 -1.84
H -2.03 -0.18 -1.78
H -0.67 -1.39 -1.72
H -1.38 -1.33 0.39
H -1.21 1.30 1.44
H -2.06 1.42 -0.02
H -2.60 0.25 1.31
```

Which of them is the most stable, and which is the least stable? run Q and run P, in that order.